The following is a quantum chemistry calculation of 8 unconnected molecules or ions with the total composition C32H64O16S8 at a distorted geometry, from the OMol25 dataset.

Output
* F_max: 5.3 eV/A
* LUMO (alpha / beta): -2.812 / -8.870 eV
* HOMO energy (alpha / beta): -12.1 / -12.1 eV
* ΔE to the lowest compared entry with this formula, charge and spin: 1.413 eV
* frontier orbital gap (alpha / beta): 9.3 / 3.2 eV

```
! RIJCOSX wB97M-V def2-TZVPD def2/J DEFGRID3
* xyz 1 2
C 3.709 -1.889 -1.570
C 5.006 -2.297 -2.168
C 5.823 -1.118 -2.613
S 5.528 0.249 -1.453
O 5.360 1.529 -2.167
O 6.520 0.185 -0.451
C 3.970 -0.537 -0.783
H 3.266 -2.641 -0.917
H 3.027 -1.787 -2.414
H 4.855 -3.023 -2.967
H 5.482 -2.890 -1.386
H 5.478 -0.776 -3.588
H 6.894 -1.258 -2.762
H 3.142 0.149 -0.962
H 4.064 -0.569 0.303
C -5.243 -3.858 0.508
C -4.174 -2.982 1.136
C -4.908 -1.695 1.405
S -6.122 -1.296 0.120
O -5.403 -0.294 -0.649
O -7.375 -1.072 0.860
C -6.088 -2.967 -0.486
H -5.987 -4.236 1.210
H -4.813 -4.620 -0.142
H -3.364 -2.829 0.423
H -3.827 -3.370 2.094
H -4.259 -0.848 1.624
H -5.480 -1.988 2.286
H -5.759 -2.945 -1.525
H -7.100 -3.371 -0.513
C -3.532 4.359 5.541
C -4.048 5.800 5.114
C -2.883 6.538 4.518
S -1.578 5.367 4.101
O -0.462 5.548 5.081
O -1.240 5.503 2.765
C -2.574 3.840 4.432
H -4.383 3.700 5.715
H -3.008 4.561 6.475
H -4.503 6.344 5.942
H -4.730 5.717 4.268
H -2.501 7.075 5.387
H -3.099 7.216 3.693
H -1.916 2.982 4.570
H -3.249 3.605 3.609
C 0.219 -7.458 -1.949
C 0.934 -6.285 -1.162
C 0.389 -6.184 0.238
S -1.040 -7.215 0.391
O -2.204 -6.319 0.687
O -0.635 -8.286 1.278
C -1.127 -7.746 -1.411
H 0.941 -8.268 -1.846
H 0.184 -7.100 -2.978
H 0.892 -5.302 -1.632
H 1.985 -6.567 -1.102
H 0.318 -5.239 0.776
H 1.143 -6.580 0.919
H -1.910 -7.146 -1.875
H -1.334 -8.813 -1.489
C 4.023 5.534 1.160
C 2.593 5.212 1.236
C 2.621 3.963 2.102
S 4.071 2.981 1.714
O 3.885 1.888 0.741
O 4.819 2.801 2.965
C 4.913 4.397 0.996
H 4.312 5.934 2.132
H 4.322 6.300 0.444
H 2.187 4.951 0.259
H 1.864 5.896 1.673
H 1.763 3.297 2.202
H 2.758 4.390 3.096
H 5.263 3.985 0.050
H 5.835 4.580 1.549
C -3.266 -1.922 -3.714
C -2.585 -0.706 -3.110
C -1.060 -1.002 -3.043
S -0.886 -2.721 -2.562
O -1.120 -2.862 -1.117
O 0.367 -3.130 -3.236
C -2.414 -3.225 -3.519
H -3.462 -1.792 -4.778
H -4.246 -1.863 -3.240
H -2.939 -0.689 -2.079
H -2.786 0.117 -3.795
H -0.458 -0.287 -2.483
H -0.600 -0.987 -4.031
H -2.823 -4.152 -3.116
H -1.976 -3.543 -4.465
C 1.193 4.750 -3.891
C 2.496 4.476 -3.049
C 2.658 2.936 -2.876
S 0.967 2.299 -2.748
O 0.683 2.106 -1.311
O 0.708 1.254 -3.732
C 0.118 3.936 -3.196
H 1.291 4.425 -4.927
H 0.933 5.806 -3.968
H 2.600 5.135 -2.187
H 3.354 4.785 -3.646
H 3.152 2.595 -1.967
H 3.204 2.496 -3.711
H -0.149 4.462 -2.280
H -0.904 3.774 -3.540
C -0.046 -1.999 2.228
C 0.934 -1.487 1.095
C 0.616 -0.078 0.842
S 0.239 0.736 2.480
O -1.120 1.201 2.606
O 1.289 1.441 3.156
C 0.220 -0.910 3.357
H 0.124 -3.048 2.468
H -1.113 -1.816 2.100
H 0.541 -2.169 0.341
H 1.996 -1.644 1.286
H -0.365 0.057 0.386
H 1.382 0.490 0.314
H -0.513 -0.997 4.158
H 1.262 -0.964 3.672
*
```

Mulliken population analysis, charges in e, atoms 1 to 99: -0.311, -0.970, -0.828, 1.120, -0.645, -0.672, 0.372, 0.255, 0.122, 0.449, 0.327, 0.335, 0.478, -0.733, 0.637, -0.773, 0.526, -0.994, 1.065, -0.586, -0.684, -0.597, 0.457, 0.242, -0.507, 0.354, 0.354, 0.485, 0.267, 0.433, -0.755, -0.666, -0.689, 1.215, -0.703, -0.635, -0.499, 0.372, 0.361, 0.352, 0.280, 0.328, 0.389, 0.324, 0.318, -0.640, -0.208, 0.000, 0.978, -0.549, -0.668, -0.647, 0.317, 0.324, -0.068, 0.335, -0.324, 0.442, 0.312, 0.420, -0.751, -0.039, -0.419, 1.114, -0.313, -0.780, -0.646, 0.349, 0.370, -0.252, 0.504, -0.045, 0.339, 0.360, 0.339, -0.425, -0.554, -0.477, 1.175, -0.329, -0.802, -0.925, 0.355, 0.119, 0.149, 0.444, -0.165, 0.462, 0.479, 0.409, -0.700, -0.642, 0.371, 1.231, -0.574, -0.699, -0.915, 0.293, 0.424

---

The following is a quantum chemistry calculation of C3H9NS2 in the gas phase at a distorted geometry, from the OMol25 dataset.

Output
* F_max: 1.9 eV/A
* LUMO: 0.478 eV
* HOMO energy: -8.5 eV
* ΔE to the lowest compared entry with this formula, charge and spin: 0.425 eV
* frontier orbital gap: 9.0 eV

```
! RIJCOSX wB97M-V def2-TZVPD def2/J DEFGRID3
* xyz 0 1
C -2.387 0.762 1.777
C -1.848 0.396 0.408
N -1.854 1.506 -0.515
C -0.394 -0.044 0.680
S 0.416 -1.017 -0.636
S 2.395 -0.367 -0.447
H -3.280 1.380 1.729
H -2.556 -0.035 2.489
H -1.624 1.398 2.247
H -2.269 -0.493 -0.060
H -1.997 1.306 -1.486
H -1.130 2.173 -0.305
H 0.233 0.823 0.875
H -0.388 -0.709 1.530
H 2.564 -0.065 -1.743
*
```

From a Mulliken analysis of the wavefunction, the atomic charges in e read: -1.343, 0.127, -0.554, -0.830, -0.098, -0.217, 0.368, 0.352, 0.297, 0.438, 0.236, 0.212, 0.468, 0.386, 0.157

---

The following is a quantum chemistry calculation of 14 unconnected molecules or ions with the total composition C19H66N4O14 at a distorted geometry, from the OMol25 dataset.

Output
* F_max: 10.5 eV/A
* LUMO: -0.088 eV
* HOMO energy: -9.2 eV
* ΔE to the lowest compared entry with this formula, charge and spin: 1.389 eV
* frontier orbital gap: 9.1 eV

```
! RIJCOSX wB97M-V def2-TZVPD def2/J DEFGRID3
* xyz 0 1
C -1.989 -1.653 -4.334
C -1.092 -1.283 -3.113
O 0.213 -1.481 -3.584
H -3.061 -1.698 -4.128
H -1.741 -2.654 -4.768
H -1.948 -0.927 -5.154
H -1.281 -2.006 -2.356
H -1.102 -0.290 -2.735
H 0.314 -2.353 -3.978
C -1.930 2.247 -2.532
C -3.296 1.883 -3.246
O -3.444 2.454 -4.533
H -0.992 1.886 -3.026
H -1.944 1.824 -1.550
H -1.877 3.306 -2.460
H -4.072 2.257 -2.649
H -3.406 0.751 -3.136
H -3.068 1.854 -5.122
C 2.262 0.404 4.476
C 1.716 -1.004 4.075
O 2.317 -1.294 2.849
H 2.014 1.167 3.681
H 3.347 0.529 4.585
H 1.820 0.755 5.316
H 0.609 -0.934 3.983
H 1.907 -1.729 4.885
H 1.762 -1.930 2.379
C 3.322 1.381 1.295
C 4.371 1.817 0.280
O 3.589 2.510 -0.648
H 2.652 2.119 1.632
H 3.871 0.940 2.101
H 2.772 0.501 0.962
H 4.874 0.985 -0.125
H 5.030 2.528 0.786
H 2.997 1.901 -1.084
C -0.005 0.865 0.173
C 0.375 -0.610 0.160
O -0.132 -1.186 1.307
H 0.744 1.496 0.655
H -1.011 1.057 0.488
H 0.167 1.139 -0.822
H 1.441 -0.752 0.051
H 0.007 -1.239 -0.676
H -1.098 -1.253 1.196
C -0.017 -4.165 -1.546
O 0.092 -4.248 -2.918
N 0.888 -3.633 -0.832
N -0.908 -4.642 -0.814
H 1.783 -3.362 -1.194
H 0.856 -3.510 0.213
H -1.718 -4.933 -1.353
H -1.145 -4.023 0.005
C 3.077 0.423 -3.132
O 2.156 1.284 -2.514
N 4.351 0.733 -3.231
N 2.798 -0.752 -3.624
H 4.584 1.671 -2.984
H 5.164 0.067 -3.375
H 1.783 -1.065 -3.592
H 3.317 -1.251 -4.300
C -2.872 3.130 1.120
O -3.387 4.261 1.805
H -2.978 2.179 1.617
H -1.847 3.174 0.795
H -3.422 2.922 0.212
H -3.089 5.057 1.369
C 0.863 4.078 -0.748
O 1.457 3.823 -2.037
H -0.174 3.931 -0.763
H 1.033 5.126 -0.444
H 1.277 3.416 0.048
H 1.649 2.839 -2.122
C -4.119 -0.129 2.511
O -3.762 -0.440 3.834
H -3.260 -0.122 1.907
H -4.630 0.846 2.414
H -4.787 -0.937 2.077
H -3.346 0.293 4.285
C -0.289 2.251 3.243
O -1.084 1.130 2.960
H -0.859 3.120 3.150
H 0.589 2.407 2.633
H -0.068 2.283 4.270
H -0.518 0.419 2.732
C 4.204 -1.972 -0.296
O 3.293 -2.402 -1.326
H 3.648 -1.417 0.475
H 4.909 -1.229 -0.680
H 4.713 -2.826 0.122
H 3.326 -1.730 -2.038
C -1.387 -3.175 3.577
O -2.364 -3.159 4.573
H -1.222 -2.058 3.561
H -1.797 -3.597 2.666
H -0.497 -3.641 4.003
H -3.247 -3.090 4.232
C -3.230 -0.903 -0.519
O -2.528 -1.922 0.254
H -3.277 -1.313 -1.461
H -2.645 0.000 -0.456
H -4.281 -0.738 -0.240
H -3.024 -2.738 0.275
*
```

Mulliken population analysis, charges in e, atoms 1 to 99: -1.611, 1.217, -0.706, 0.361, 0.427, 0.352, -0.513, -0.100, 0.195, -0.079, -0.535, -0.543, 0.239, -0.421, 0.508, 0.413, 0.085, 0.333, -1.327, 0.637, -0.429, 0.036, 0.327, 0.510, -0.376, 0.322, 0.211, -0.283, -0.480, -0.425, 0.154, 0.473, -0.107, 0.103, 0.421, 0.228, 2.186, 1.760, 0.625, -1.559, -0.576, 0.554, -1.069, -1.259, -0.446, 0.610, -0.783, 0.014, -0.372, 0.334, -0.014, 0.344, 0.014, 0.059, -0.665, -0.296, -0.375, 0.336, 0.231, 0.588, 0.200, -0.165, -0.581, -0.017, -0.007, 0.330, 0.361, -0.032, -0.605, -0.039, 0.462, -0.089, 0.494, -0.140, -0.517, -0.233, 0.410, 0.295, 0.290, -0.897, -0.249, 0.474, 0.109, 0.453, -0.078, -0.524, -0.659, 0.123, 0.191, 0.338, 0.370, 0.027, -0.615, -0.075, 0.109, 0.277, 0.315, -1.010, -0.431

---

The following is a quantum chemistry calculation of C2H4N4O2 in the gas phase at a distorted geometry, from the OMol25 dataset.

Output
* F_max: 4.9 eV/A
* LUMO: 0.180 eV
* HOMO energy: -10.2 eV
* ΔE to the lowest compared entry with this formula, charge and spin: 5.176 eV
* frontier orbital gap: 10.4 eV

```
! RIJCOSX wB97M-V def2-TZVPD def2/J DEFGRID3
* xyz 0 1
H -1.921 1.926 -0.783
N -1.300 2.054 0.049
C -0.592 1.026 0.185
N 0.452 0.954 1.249
C 1.318 0.274 0.661
N 0.968 -0.196 -0.600
O 1.299 -1.457 -0.767
N -0.497 0.031 -0.785
O -1.207 -1.056 0.119
H 2.228 0.021 1.262
H 0.894 -2.114 -0.004
H -1.644 -1.463 -0.587
*
```

From a Mulliken analysis of the wavefunction, the atomic charges in e read: 0.270, -0.618, 0.755, -0.423, -0.014, 0.074, -0.427, -0.181, -0.508, 0.362, 0.360, 0.350

---

The following is a quantum chemistry calculation of 2 unconnected molecules or ions with the total composition C3H5IO2S at a distorted geometry, from the OMol25 dataset.

Output
* F_max: 1.5 eV/A
* LUMO: -0.662 eV
* HOMO energy: -9.5 eV
* ΔE to the lowest compared entry with this formula, charge and spin: 1.486 eV
* frontier orbital gap: 8.9 eV

```
! RIJCOSX wB97M-V def2-TZVPD def2/J DEFGRID3
* xyz 0 1
C -0.265 0.160 -1.643
C -0.738 -1.207 -1.241
C 0.447 -0.831 -2.083
O 0.156 2.140 1.836
O 1.743 0.282 2.185
S 0.466 0.538 1.595
I -1.215 -0.444 3.119
H 0.818 2.569 2.389
H -0.485 1.196 -1.590
H -0.586 -1.555 -0.224
H -1.614 -1.637 -1.712
H 1.273 -1.211 -2.632
*
```

From a Mulliken analysis of the wavefunction, the atomic charges in e read: -0.476, -0.492, -0.124, -0.455, -0.502, 0.616, -0.029, 0.350, 0.385, 0.153, 0.203, 0.370

---

The following is a quantum chemistry calculation of CH4O2S in the gas phase at a distorted geometry, from the OMol25 dataset.

Output
* F_max: 3.4 eV/A
* LUMO: 0.297 eV
* HOMO energy: -10.5 eV
* ΔE to the lowest compared entry with this formula, charge and spin: 2.071 eV
* frontier orbital gap: 10.8 eV

```
! RIJCOSX wB97M-V def2-TZVPD def2/J DEFGRID3
* xyz 0 1
C -0.399 -0.910 -0.568
S 0.425 0.792 0.485
O 1.133 0.284 1.624
O 1.087 1.677 -0.421
H 0.360 -1.195 -1.273
H -0.618 -1.639 0.189
H -1.274 -0.487 -1.037
H -0.713 1.478 1.002
*
```

From a Mulliken analysis of the wavefunction, the atomic charges in e read: -0.810, 0.760, -0.526, -0.515, 0.303, 0.308, 0.308, 0.173